--- a ---
Molecular formula: C10H10O2
Method: DFT, ωB97M-V/def2-TZVPD

```
22
Properties=species:S:1:pos:R:3
O -3.38470 1.36458 0.15203
C -2.23256 0.70647 0.03534
C -1.09651 1.48661 0.01523
C 0.21809 0.82698 -0.04197
C 0.21354 -0.69256 -0.13159
C -1.01079 -1.43317 -0.26898
C -2.22128 -0.73569 -0.22490
O -3.42172 -1.29580 0.22875
C 1.58324 -1.09208 -0.06924
C 2.79831 -0.57553 0.70723
C 2.51383 0.29324 -0.37802
C 1.52733 1.52496 -0.20605
H -4.14248 0.84917 0.05937
H -1.13109 2.59239 0.20490
H -1.14924 -2.51415 -0.49539
H -3.56774 -2.15030 -0.16560
H 1.83610 -2.02187 -0.60564
H 3.65682 -1.25078 0.69587
H 2.54321 -0.26679 1.78717
H 3.09673 0.23746 -1.23763
H 1.53927 2.25660 -0.91247
H 1.83163 1.89025 0.85158
```

Properties
SMILES = Oc1cc2c(cc1O)[C@@H]1C[C@@H]1C2
gap between HOMO and LUMO = 7.79 eV
LUMO energy = 0.71 eV

Here are the natural (NBO) charges for atoms 1 to 2, given in e: O -0.6658; C 0.2567

***

--- b ---
Molecular formula: C10H10O2
Method: DFT, ωB97M-V/def2-TZVPD

```
22
Properties=species:S:1:pos:R:3
C 3.40059 1.37122 0.25395
C 4.47717 1.75946 0.78800
C 1.15573 -1.55301 0.13324
C 1.40526 0.23316 -0.96088
C 0.07160 -0.74401 0.89813
C 0.08558 0.92615 -0.91632
C 2.44850 0.67623 -0.29274
C -0.88306 -0.03886 -0.06679
C -1.74942 0.84842 0.84636
C -1.66063 -1.02784 -0.93132
O 1.81971 -2.36724 0.63568
O 1.40958 -1.17530 -1.09772
H -0.42552 -1.44251 1.66951
H 0.61399 -0.02963 1.56044
H 0.10873 1.94334 -0.35441
H -0.25812 1.10761 -1.97920
H -1.87232 2.01815 0.78296
H -1.45507 0.58963 1.87394
H -2.85252 0.68715 0.75829
H -2.30136 -0.48768 -1.80344
H -2.41447 -1.58150 -0.31037
H -1.12396 -1.71296 -1.48729
```

Properties
gap between HOMO and LUMO = 7.59 eV
LUMO energy = -1.96 eV

Here are the natural (NBO) charges for atoms 1 to 2, given in e: C -0.5040; C 0.2221

***

Stability check: which of them is least stable? b.

***

--- a ---
Molecular formula: C4H12NO2P
Method: DFT, ωB97M-V/def2-TZVPD

```
20
Properties=species:S:1:pos:R:3
C 1.98178 0.97382 -0.62246
C 1.48446 -1.40656 0.20468
C -0.82150 1.40362 0.56719
C 0.94408 -0.09377 -0.36457
N -2.43056 -1.12492 0.84701
O -2.76403 0.03531 -1.40006
O 0.11983 0.40661 0.70878
P -2.87663 0.42441 0.19693
H 1.93128 1.56903 0.22281
H 2.91636 0.46532 -0.70015
H 1.84316 1.58271 -1.58758
H 0.76983 -2.14454 0.62389
H 2.03962 -1.15397 1.12387
H 2.20272 -1.78122 -0.49251
H -0.82339 1.96513 -0.37252
H -0.73951 2.12785 1.37711
H 0.33298 -0.38289 -1.39445
H -2.71590 -1.14783 1.83681
H -1.46303 -1.21011 0.71736
H -1.93157 -0.50799 -1.49213
```

Properties
gap between HOMO and LUMO = 8.84 eV
LUMO energy = 0.87 eV

Here are the natural (NBO) charges for atoms 1 to 2, given in e: C -0.6459; C -0.6337

***

--- b ---
Molecular formula: C4H12NO2P
Method: DFT, ωB97M-V/def2-TZVPD

```
20
Properties=species:S:1:pos:R:3
C -1.88109 -2.14483 0.05923
C -1.67136 -0.28317 1.47366
C 1.13688 1.92716 1.08710
C 1.69887 0.46644 -2.56682
N -1.56924 -0.75857 0.12197
O 1.55891 0.59590 1.12970
O 1.63701 0.66143 -1.21564
P 1.44595 -0.46649 -0.14309
H -2.92179 -2.36437 0.04036
H -1.52089 -2.43941 -0.79828
H -1.40536 -2.66890 0.92716
H -2.12642 -0.93978 2.20265
H -0.66032 -0.10263 1.84021
H -2.10635 0.71691 1.42021
H 0.05867 1.86951 1.17100
H 1.46277 2.42220 0.19940
H 1.56625 2.35230 2.00796
H 2.62181 0.82962 -2.97400
H 0.86998 0.96477 -3.12942
H 1.80572 -0.63812 -2.85337
```

Properties
gap between HOMO and LUMO (spin up / spin down) = 9.25 / 6.90 eV
LUMO energy (spin up / spin down) = 0.60 / 0.43 eV

Here are the natural (NBO) charges for atoms 1 to 2, given in e: C -0.4617; C -0.4992

***

--- c ---
Molecular formula: C4H12NO2P
Method: DFT, ωB97M-V/def2-TZVPD

```
20
Properties=species:S:1:pos:R:3
C 1.53569 1.38354 -0.97789
C 1.67102 0.33841 1.49712
C -1.20044 0.58833 -0.78654
C 0.97247 0.25610 0.00443
N -2.48454 -1.39558 0.94607
O -1.00315 -2.50467 -0.56657
O -0.33631 0.40814 0.22038
P -2.39297 -1.60096 -0.68059
H 1.01964 2.40741 -0.72847
H 2.62175 1.35697 -0.83685
H 1.16867 1.08451 -2.02028
H 2.68737 0.06029 1.50085
H 1.12019 -0.33448 2.17078
H 1.34471 1.38554 1.78336
H -0.63141 0.71802 -1.77112
H -2.09553 1.37047 -0.70885
H 1.24678 -0.73259 -0.54665
H -3.26951 -1.18829 1.48026
H -1.64128 -1.18626 1.39845
H -0.33316 -2.41489 -1.37786
```

Properties
gap between HOMO and LUMO = 7.87 eV
LUMO energy = 0.84 eV

Here are the natural (NBO) charges for atoms 1 to 2, given in e: C -0.6583; C -0.6222

***

Stability check: which of them is least stable? b.

***

--- a ---
Molecular formula: C2H3NS3
Method: DFT, ωB97M-V/def2-TZVPD

```
9
Properties=species:S:1:pos:R:3
C -1.60443 -0.97044 -0.30052
C -0.49122 -0.53853 0.42700
N -2.58377 -0.14903 -0.53369
S -0.35568 1.18803 0.61684
S 1.60683 1.85405 -0.51474
S -2.43480 1.40154 -0.10480
H -1.54515 -2.02655 -0.67979
H 0.38450 -1.15027 0.39643
H 1.79925 3.21317 -0.60225
```

Properties
gap between HOMO and LUMO (spin up / spin down) = 6.80 / 6.80 eV
LUMO energy (spin up / spin down) = -1.17 / -1.17 eV

Here are the natural (NBO) charges for atoms 1 to 2, given in e: C 0.0269; C -0.5546

***

--- b ---
Molecular formula: C2H3NS3
Method: DFT, ωB97M-V/def2-TZVPD

```
9
Properties=species:S:1:pos:R:3
C -1.07812 -0.24048 -0.04789
C 0.83470 0.50768 -0.10211
N -0.72498 -1.47999 0.23333
S -2.34343 0.67646 -0.34798
S 2.05276 -0.52810 -0.38499
S 0.61712 2.13589 -0.00660
H 0.21645 -1.71646 -0.00194
H -1.44199 -2.14857 0.31544
H 1.86749 2.79356 0.34274
```

Properties
gap between HOMO and LUMO = 7.63 eV
LUMO energy = -0.44 eV

Here are the natural (NBO) charges for atoms 1 to 2, given in e: C 0.1013; C -0.4703

***

Stability check: which of them is least stable? a.

***

--- a ---
Molecular formula: C2H8N2S2
Method: DFT, ωB97M-V/def2-TZVPD

```
14
Properties=species:S:1:pos:R:3
C -0.92705 -0.46150 1.09868
N -0.62863 -0.39965 -0.36367
N -1.60470 0.42834 -0.93187
C 0.75341 0.01373 -0.63065
S 1.98917 -1.20706 -0.16574
S 1.21298 1.69744 0.22937
H -1.81910 -1.15231 1.38509
H 0.01211 -0.99503 1.67396
H -0.94998 0.45194 1.62837
H -1.22563 1.02712 -1.66214
H -1.90326 1.03994 -0.22835
H 0.97581 0.36777 -1.72725
H 1.91491 -1.99289 -1.29072
H 2.19996 1.18216 0.98491
```

Properties
SMILES = CN(N)C(S)S
gap between HOMO and LUMO = 9.07 eV
LUMO energy = 0.63 eV

Here are the natural (NBO) charges for atoms 1 to 2, given in e: C -0.4647; N -0.3155

***

--- b ---
Molecular formula: C2H8N2S2
Method: DFT, ωB97M-V/def2-TZVPD

```
14
Properties=species:S:1:pos:R:3
H -1.45713 1.90418 0.87160
N -1.40433 1.12514 0.22537
C -1.74600 0.06030 0.85984
N -1.37266 -1.21887 0.62096
H -2.55426 0.14640 1.60562
H -0.42476 -1.45320 0.37593
H -1.92854 -1.88189 1.12941
C 2.13542 0.49918 -0.13961
S 2.35321 -0.39730 -1.72274
S 0.41802 -0.99071 -2.09359
H 2.73020 1.40328 -0.09956
H 1.07674 0.75910 -0.02823
H 2.37825 -0.18074 0.68338
H -0.20419 0.22514 -2.28839
```

Properties
SMILES = [H]/N=C/N.CSS
gap between HOMO and LUMO = 9.23 eV
LUMO energy = 0.73 eV

Here are the natural (NBO) charges for atoms 1 to 2, given in e: H 0.3484; N -0.7667

***

Stability check: which of them is least stable? a.

***

--- a ---
Molecular formula: C3H10NO
Method: DFT, ωB97M-V/def2-TZVPD

```
15
Properties=species:S:1:pos:R:3
C 2.04896 -1.50003 -1.13022
O 1.31866 -0.24230 -1.19868
H 2.90330 -1.46276 -1.79916
H 2.38416 -1.67995 -0.11023
H 1.37976 -2.28160 -1.47673
H 1.90975 0.42880 -0.83934
C -1.24856 1.14490 0.69216
C -1.51572 1.18944 1.98269
N -1.05124 -0.14617 0.03044
H -1.00240 1.98751 0.06550
H -1.61400 2.13152 2.48843
H -1.61472 0.29445 2.58277
H -0.06312 -0.25895 -0.38010
H -1.20137 -0.93227 0.66409
H -1.68121 -0.28394 -0.76402
```

Properties
gap between HOMO and LUMO = 11.90 eV
LUMO energy = -3.27 eV
total charge = +1

Here are the natural (NBO) charges for atoms 1 to 2, given in e: C -0.2629; O -0.7436

***

--- b ---
Molecular formula: C3H10NO
Method: DFT, ωB97M-V/def2-TZVPD

```
15
Properties=species:S:1:pos:R:3
C 0.85594 -0.66672 -1.24176
C 0.33311 -0.68203 0.15075
C 1.00465 -0.83342 1.26822
N -1.16584 -0.49917 0.23831
H 1.07035 0.34843 -1.58283
H 0.30832 -1.27099 -1.96838
H 1.84894 -1.14064 -1.24444
H 0.62100 -0.61455 2.25469
H 2.04223 -1.11706 1.15788
H -1.58577 -0.78714 -0.63433
H -1.45857 -1.02993 1.05399
H -1.31701 0.51402 0.37584
H -0.11182 2.39135 -0.12699
H -1.39989 3.13803 0.20649
O -1.04564 2.24983 0.09254
```

Properties
gap between HOMO and LUMO = 11.57 eV
LUMO energy = -3.29 eV
total charge = +1

Here are the natural (NBO) charges for atoms 1 to 2, given in e: C -0.6917; C 0.1406

***

Stability check: which of them is least stable? a.

***

--- a ---
Molecular formula: C3H10NO
Method: DFT, ωB97M-V/def2-TZVPD

```
15
Properties=species:S:1:pos:R:3
C 2.16356 0.80147 0.72441
N 1.28841 0.00449 -0.18512
H 2.67135 0.13580 1.40687
H 2.78332 1.48595 0.16027
H 1.52633 1.47067 1.30136
H 0.55962 -0.47544 0.35601
H 1.77236 -0.68482 -0.75537
H 0.74355 0.63995 -0.77097
C -2.16636 0.46691 -0.57178
C -1.80936 -0.80379 -0.55716
O -1.17488 -1.37276 0.54395
H -2.14554 1.06546 0.33342
H -2.58619 0.88251 -1.47697
H -1.93677 -1.48927 -1.38223
H -1.68940 -2.12712 0.87330
```

Properties
gap between HOMO and LUMO = 10.47 eV
LUMO energy = -3.42 eV
total charge = +1

Here are the natural (NBO) charges for atoms 1 to 2, given in e: C -0.4254; N -0.6790

***

--- b ---
Molecular formula: C3H10NO
Method: DFT, ωB97M-V/def2-TZVPD

```
15
Properties=species:S:1:pos:R:3
O 1.86539 -0.65926 2.01841
C 0.58208 -0.61888 1.26847
C 0.94666 0.28400 0.06119
N -0.24363 0.70075 -0.55372
C -2.70862 0.29963 -2.50443
H 1.68060 -1.25723 2.78337
H 0.09732 -1.57900 1.03629
H -0.05853 -0.05788 1.95860
H 1.58900 -0.33954 -0.56186
H 1.59248 1.10314 0.47915
H -0.12789 1.53930 -1.06270
H -2.85069 1.13349 -3.14068
H -1.68935 0.31202 -2.06301
H -2.98527 -0.62415 -3.05419
H -3.38613 0.35012 -1.59761
```

Properties
gap between HOMO and LUMO = 5.51 eV
LUMO energy = -9.94 eV
total charge = +1

Here are the natural (NBO) charges for atoms 1 to 2, given in e: O -0.7036; C -0.0752

***

Stability check: which of them is least stable? b.